## A
Formula: C5H12N3S
Source: the OMol25 dataset
Level of theory: the ωB97M-V functional and the def2-TZVPD basis

Output
E_LUMO   -0.163 Eh
Orbital gap   8.19 eV

Structure (ORCA input):
```
! wB97M-V def2-TZVPD RIJCOSX def2/J DEFGRID3
* xyz 1 1
C -1.24 -0.13 0.00
C 0.84 1.47 0.24
C 2.32 1.34 -0.19
C 0.52 2.32 1.29
C -2.13 -2.36 -0.31
N 0.02 0.78 -0.50
N -1.16 -1.31 -0.48
N 0.09 -1.68 -1.04
S -2.29 0.46 1.13
H 2.49 0.29 -0.10
H 2.91 1.94 0.48
H 2.60 1.58 -1.17
H 0.59 1.82 2.36
H -0.55 2.55 1.29
H 1.12 3.25 1.38
H -2.13 -2.80 0.83
H -3.10 -1.98 -0.56
H -1.93 -3.09 -1.16
H 0.34 0.06 -1.21
H 0.01 -2.28 -1.88
H 0.66 -2.22 -0.39
*
```

Atom charges from the Mulliken analysis, given in e for atoms 1 to 5: number 1, C, carries 0.134; number 2, C, carries 1.008; number 3, C, carries -1.247; number 4, C, carries -1.381; number 5, C, carries -0.898



## B
Formula: C5H12N3S
Source: the OMol25 dataset
Level of theory: the ωB97M-V functional and the def2-TZVPD basis

Output
E_LUMO (alpha / beta)   -0.162 / -0.162 Eh
Orbital gap (alpha / beta)   7.61 / 7.61 eV

Structure (ORCA input):
```
! wB97M-V def2-TZVPD RIJCOSX def2/J DEFGRID3
* xyz 1 1
C 1.90 -0.15 1.25
C 1.44 -1.15 2.14
C 1.19 0.21 0.13
C 0.01 -0.52 -0.52
C 0.30 -1.76 -1.33
N 1.56 1.21 -0.73
N -1.07 0.19 -0.60
N -2.84 1.80 0.22
S -0.03 -1.91 2.08
H 2.88 0.30 1.51
H 2.01 -1.60 2.96
H -0.36 -1.74 -2.20
H 0.24 -2.60 -0.59
H 1.25 -1.90 -1.67
H 1.62 1.00 -1.79
H 2.46 1.68 -0.38
H -1.72 -0.10 -1.32
H -1.37 0.93 0.06
H -3.36 1.57 1.12
H -3.47 1.71 -0.66
H -2.62 2.81 0.30
*
```

Atom charges from the Mulliken analysis, given in e for atoms 1 to 5: number 1, C, carries -0.648; number 2, C, carries -0.273; number 3, C, carries 1.013; number 4, C, carries 0.102; number 5, C, carries -1.190



Least stable: A